Entry 1:
This record from OMol25 describes a 3-piece molecular cluster, C22H33BN3O10S overall. The level of theory is ωB97M-V with the def2-TZVPD basis set.

- Total charge: +1
- Gap between HOMO and LUMO: 6.31 eV
- LUMO level: -4.48 eV

Structure (XYZ):
```
70
Properties=species:S:1:pos:R:3:forces:R:3:mulliken_charge:R:1
C 5.1790 -1.2486 0.5740 -0.83 0.35 -0.30 -1.00
C 3.6810 -0.8035 1.0195 2.42 -0.51 1.23 -0.23
O 2.7488 -1.7298 0.3550 -2.58 1.62 0.25 -0.27
B 1.3862 -1.4436 0.7118 2.12 -0.53 2.24 0.42
O 1.0454 -1.3651 2.0984 -0.09 -0.87 -2.82 -0.60
C 0.3027 -1.1921 -0.4749 -2.59 1.53 -1.96 -0.35
N -0.3802 0.0553 -0.7989 1.53 -4.17 -0.77 1.53
C -0.3290 1.4032 -0.1523 -0.16 0.48 1.84 -1.14
C -1.2935 1.3265 1.1618 0.06 -0.17 -0.22 0.45
C -2.8619 1.3739 0.7936 -0.83 -0.44 0.54 -0.74
C -3.5628 -0.0804 0.8113 -1.74 -3.46 -0.36 0.15
C -3.9485 -0.8533 -0.5030 -0.55 -1.58 2.50 -0.26
C -4.6106 -2.2674 -0.4997 0.63 1.37 3.18 -0.48
C -4.9728 -2.9957 0.8346 2.07 4.31 -0.16 -0.50
C -4.6264 -2.2233 2.1590 0.76 1.25 -2.97 -0.45
C -3.9360 -0.8186 2.1467 -0.81 -1.59 -2.63 -0.20
N -1.2043 -0.0562 -1.8776 1.45 -6.22 -0.53 -0.65
C -1.1156 -1.4539 -2.2809 0.29 3.79 1.81 -0.24
N -0.1778 -2.2011 -1.4274 -1.22 5.84 0.15 0.21
S 0.1518 -3.8953 -1.6131 -4.69 -7.88 -0.12 1.16
C 1.8515 -4.2867 -2.2278 1.11 -0.09 -0.61 -0.72
O -0.8157 -4.3919 -2.6784 3.21 3.08 2.05 -0.65
O -0.1690 -4.7111 -0.3734 2.21 3.96 -2.45 -0.61
H 5.4756 -0.6222 -0.3316 -0.29 -1.11 1.06 0.27
H 5.1356 -2.3731 0.3104 0.26 1.91 0.47 0.24
H 5.9501 -1.0418 1.3926 -1.26 -0.39 -1.07 0.33
H 3.4924 0.2930 0.7639 0.00 -1.57 0.16 0.24
H 3.6422 -0.9344 2.1630 -0.32 0.24 -1.79 0.30
H 1.4073 -2.1515 2.5673 -0.02 0.92 -0.19 0.33
H -0.6932 2.1895 -0.8928 0.51 -1.40 0.79 0.42
H 0.7503 1.6381 0.1471 -1.50 -0.48 -0.46 0.27
H -1.0698 0.3150 1.6726 -0.28 1.72 -0.58 0.20
H -1.0577 2.1710 1.9106 -0.12 -1.46 -1.53 -0.26
H -3.4100 1.9829 1.6091 1.06 -1.00 -1.31 0.35
H -3.0484 1.9383 -0.1948 0.29 -1.14 1.37 0.41
H -3.7421 -0.4111 -1.5470 -0.41 -0.54 2.03 0.45
H -4.8348 -2.7773 -1.5040 0.35 0.93 1.75 0.32
H -5.4635 -4.0213 0.8118 0.78 1.65 0.18 0.34
H -4.8718 -2.6836 3.1864 0.42 0.81 -1.93 0.32
H -3.7403 -0.3492 3.1802 -0.24 -0.63 -1.98 0.30
H -1.7643 -1.7766 -3.1547 1.29 -0.16 1.48 0.30
H 2.0420 -5.3930 -1.9598 -0.82 1.78 -0.10 0.40
H 2.6886 -3.6665 -1.7641 -1.34 -0.58 -0.58 0.24
H 1.8224 -4.2331 -3.3810 -0.10 0.26 1.96 0.29
C 0.3550 5.6204 5.3632 0.24 -0.26 0.07 -1.47
C -0.7636 5.1497 4.4596 0.85 0.84 0.55 0.56
C -2.1361 5.3400 5.0348 -0.32 0.64 0.12 -0.56
O -2.8818 4.3259 4.3675 0.37 -0.76 -0.31 -0.29
C -2.0015 3.3350 4.0597 -0.34 -0.48 0.09 0.64
O -2.3148 2.2492 3.6539 0.15 0.84 0.55 -0.53
O -0.7170 3.7354 4.2760 -0.80 -0.52 -0.34 -0.33
H 0.2548 5.2028 6.3683 -0.11 0.04 -0.09 0.35
H 1.3219 5.2866 4.9797 -0.08 0.15 -0.06 0.37
H 0.3640 6.7107 5.4386 -0.04 -0.12 -0.07 0.39
H -0.6708 5.6181 3.4732 -0.12 -0.03 0.04 0.26
H -2.5468 6.3281 4.8227 -0.12 -0.21 -0.07 0.32
H -2.1884 5.1540 6.1117 0.17 0.01 -0.06 0.32
C 2.0451 -0.2028 -3.4613 0.44 0.35 0.19 -1.07
C 2.1199 -0.3356 -4.9670 -0.38 0.11 0.93 0.46
C 2.4530 -1.7201 -5.4443 -0.35 -0.52 -0.19 -0.35
O 3.0546 -1.4646 -6.7060 0.12 0.37 0.13 -0.34
C 3.6038 -0.2171 -6.6303 0.96 0.54 -1.04 0.52
O 4.3406 0.2492 -7.4452 -0.68 -0.44 0.77 -0.50
O 3.2000 0.4253 -5.4944 0.05 -0.31 -0.36 -0.40
H 2.9415 -0.6111 -2.9856 -0.01 -0.03 -0.10 0.30
H 1.9918 0.8510 -3.1771 -0.12 -0.06 -0.05 0.43
H 1.1757 -0.7146 -3.0507 -0.02 0.00 -0.21 0.15
H 1.1948 0.0361 -5.4226 0.03 -0.13 -0.04 0.33
H 1.5683 -2.3501 -5.5562 0.10 0.02 -0.21 0.27
H 3.1834 -2.2359 -4.8119 -0.02 0.15 0.13 0.27
```
Forces are in eV/Å.


Entry 2:
This record from OMol25 describes C22H33ClIORuS4Si4 as an isolated structure. The level of theory is ωB97M-V with the def2-TZVPD basis set.

- Total charge: -1
- Gap between HOMO and LUMO (spin up / spin down): 4.07 / 6.17 eV
- Energy above the lowest of the compared OMol25 structures with the same formula, charge and spin: 65.1 kcal per mole
- LUMO level (spin up / spin down): 2.03 / 2.03 eV
- 2S+1: 5

Structure (XYZ):
```
67
Properties=species:S:1:pos:R:3:forces:R:3:mulliken_spin:R:1
Ru -3.0787 4.7807 -1.3125 -0.75 -0.67 -0.18 3.06
I -5.1600 4.9467 -2.8673 -0.97 0.58 -0.65 0.17
C -3.7008 4.4567 -4.3274 2.97 -1.50 -1.21 0.04
C -3.9303 4.5957 -5.6751 -1.93 0.24 0.72 0.01
C -3.3097 3.8367 -6.6963 1.11 -0.28 0.17 0.00
C -2.3194 2.9369 -6.3502 -0.89 -0.41 0.17 0.01
C -1.9961 2.7505 -4.9663 -0.64 0.78 1.38 0.00
C -1.3780 1.5889 -4.4541 0.49 -1.11 -0.11 0.06
C -1.0097 1.4726 -3.1118 -0.12 0.59 -1.05 -0.02
C -1.2611 2.5208 -2.2113 0.27 -0.30 -0.01 -0.11
C -2.0899 3.5737 -2.5658 0.00 -1.56 -1.41 -0.08
C -2.5063 3.6522 -3.9327 -1.36 0.01 -0.59 0.09
H -4.8386 5.1521 -5.9236 0.26 -0.06 -0.24 -0.01
H -3.6939 3.9180 -7.7190 0.35 0.07 0.37 0.00
H -1.9089 2.2019 -7.0626 -0.23 0.55 0.25 0.00
H -1.3326 0.7115 -5.1450 0.52 0.81 0.57 0.00
H -0.4927 0.6170 -2.7034 -0.09 -0.37 -0.31 0.00
H -0.8326 2.3567 -1.2106 -0.46 0.51 -0.25 0.03
O 1.6334 3.8851 2.8480 1.36 0.03 0.84 0.00
C 0.7322 4.5594 2.4950 -3.17 0.68 -1.23 0.00
S -1.0057 4.2887 2.9639 -0.65 -0.44 -0.49 0.01
C -1.7510 5.0089 1.4959 1.43 1.33 -0.27 0.05
C -0.9135 5.7779 0.7302 -1.55 -1.21 0.72 0.00
S -1.5871 6.2305 -0.8562 4.14 3.15 0.26 0.41
S 0.6684 5.9523 1.3775 2.25 0.53 -0.82 0.00
S -3.3666 4.9949 0.8943 -2.32 -1.90 3.46 0.28
Cl -0.6069 -0.9852 0.0016 0.45 -0.64 0.43 0.00
C -2.0551 -2.6957 3.3582 1.39 0.75 -1.18 0.00
Si -0.4492 -3.5800 2.5228 -2.66 1.07 -1.10 0.00
C 0.3498 -4.5499 3.8266 -0.51 0.60 2.56 0.00
C -1.0070 -4.8938 1.2233 -0.56 -0.54 0.65 0.00
Si 0.7915 -2.0940 1.2360 0.10 0.65 0.46 0.00
Si 2.3024 -3.0863 -0.2503 -1.39 0.12 0.46 0.00
C 1.3053 -4.3744 -1.2507 0.23 0.55 -0.82 0.00
C 3.8772 -3.7139 0.5501 0.89 -1.83 -0.06 0.00
C 2.5509 -1.5748 -1.2476 2.51 0.49 -2.14 0.00
Si 1.9177 -0.3977 2.4602 -2.48 0.89 0.23 0.00
C 0.8546 0.1854 3.9686 0.48 -0.67 -0.36 0.00
C 3.4679 -1.0328 3.1601 1.53 0.36 1.21 0.00
C 2.1013 1.1066 1.3647 1.80 -0.94 0.57 0.00
H -2.2185 -1.7927 2.6976 -0.08 -0.88 0.65 0.00
H -1.7708 -2.2717 4.3527 -0.42 -0.57 -0.61 0.00
H -2.9877 -3.2901 3.3596 0.60 0.20 0.22 0.00
H 0.5889 -3.9519 4.7570 -0.08 -0.32 -1.10 0.00
H 1.2434 -5.0521 3.5283 0.36 -0.84 -0.10 0.00
H -0.5060 -5.1721 4.1897 0.96 -0.27 -0.40 0.00
H -1.8701 -5.4354 1.6899 0.76 0.06 -0.25 0.00
H -0.1585 -5.5854 1.0893 -0.34 -0.02 0.22 0.00
H -1.3508 -4.6750 0.2068 0.15 0.63 0.31 0.00
H 1.2261 -5.3135 -0.6794 0.22 0.12 -0.65 0.00
H 1.6761 -4.4608 -2.3226 -0.17 -0.40 1.39 0.00
H 0.2729 -3.9873 -1.3636 0.49 -0.04 0.21 0.00
H 3.7109 -4.0061 1.6029 0.05 0.50 -0.24 0.00
H 4.8085 -3.0883 0.4869 -1.03 -0.50 -0.03 0.00
H 4.0948 -4.7489 0.0990 -0.02 1.47 0.26 0.00
H 2.6478 -0.5801 -0.8515 -0.66 0.30 0.94 0.00
H 1.8776 -1.4903 -2.1097 0.16 -0.16 0.14 0.00
H 3.6279 -1.6252 -1.6391 -1.23 -0.35 -0.17 0.00
H -0.0202 0.7983 3.6112 0.71 -0.82 0.61 0.00
H 1.5723 0.8508 4.5287 -0.92 -0.65 -0.20 0.00
H 0.5910 -0.7670 4.5458 0.03 1.62 -0.39 0.00
H 3.4097 -2.0475 3.5216 -0.36 -0.43 0.33 0.00
H 3.7333 -0.3858 4.0549 -0.02 -0.68 -1.07 0.00
H 4.3014 -1.0820 2.4597 0.13 0.38 -0.07 0.00
H 2.2492 2.0081 1.9589 0.24 -0.11 -0.05 0.00
H 1.2332 1.2552 0.7616 -0.35 -0.04 -0.80 0.00
H 3.0464 0.8159 0.8267 -0.94 0.90 -0.17 0.00
```
Forces are in eV/Å.


Which of these has the lowest total charge? C22H33ClIORuS4Si4


Look up the total charge of the first one. +1